Molecular formula: C33H50BrClF9N5O3P
Method: DFT, wB97M-V/def2-TZVPD

```
! RIJCOSX wB97M-V def2-TZVPD def2/J DEFGRID3
* xyz 1 1
C -6.311 -2.241 4.557
C -6.237 -3.716 4.955
C -4.833 -4.154 5.417
C -4.363 -5.467 4.787
C -4.147 -5.348 3.262
C -2.813 -5.919 2.766
C -2.251 -5.209 1.524
C -1.876 -3.754 1.859
C -0.825 -2.995 1.047
Br -1.104 -3.500 -0.851
N -1.302 -1.542 1.095
C -0.290 -0.422 1.161
F -0.938 0.632 0.593
Cl -0.164 -0.026 2.882
C 0.976 -0.743 0.364
C 0.569 -0.591 -1.157
C 0.846 0.691 -1.958
C 2.198 0.718 -2.702
C 2.827 2.113 -2.845
N 2.573 2.715 -4.130
C 1.716 3.754 -4.371
C 1.757 4.046 -5.694
C 2.681 3.151 -6.299
C 3.163 2.353 -5.309
P 2.238 0.612 0.838
N 3.627 0.520 0.148
N 1.496 -2.078 0.693
C 2.707 -2.468 -0.052
C 3.991 -2.601 0.770
C 0.710 -3.112 1.397
C 1.099 -4.559 0.966
O 2.361 -4.929 1.485
O 2.150 -6.230 2.082
C 1.015 -3.118 2.929
C 0.503 -4.076 3.804
C 0.887 -4.068 5.141
N 1.753 -3.198 5.646
C 2.296 -2.325 4.806
C 1.966 -2.256 3.457
H -7.345 -1.892 4.513
H -5.798 -1.614 5.291
H -5.866 -2.069 3.572
H -6.551 -4.333 4.108
H -6.950 -3.894 5.763
H -4.103 -3.372 5.172
H -4.830 -4.274 6.503
H -5.099 -6.247 5.002
H -3.435 -5.781 5.275
H -4.943 -5.907 2.761
H -4.249 -4.298 2.970
H -2.064 -5.848 3.566
H -2.906 -6.984 2.541
H -1.403 -5.787 1.161
H -3.024 -5.195 0.751
H -2.803 -3.184 1.699
H -1.668 -3.637 2.923
H -1.874 -1.376 0.260
H -1.918 -1.423 1.906
H 1.028 -1.423 -1.692
H -0.503 -0.772 -1.227
H 0.070 0.716 -2.730
H 0.670 1.602 -1.379
H 2.910 0.033 -2.245
H 2.012 0.359 -3.718
H 2.448 2.806 -2.087
H 3.909 2.052 -2.693
H 1.156 4.220 -3.572
H 1.192 4.829 -6.177
H 2.962 3.110 -7.339
H 3.897 1.562 -5.343
H 2.283 0.443 2.223
H 1.505 1.801 0.686
H 3.888 1.334 -0.393
H 2.895 -1.688 -0.791
H 2.536 -3.373 -0.638
H 4.704 -3.204 0.200
H 3.836 -3.106 1.719
H 4.439 -1.624 0.937
H 1.116 -4.664 -0.115
H 0.364 -5.233 1.399
H 2.951 -6.293 2.624
H -0.154 -4.874 3.482
H 0.482 -4.810 5.821
H 3.038 -1.646 5.214
H 2.485 -1.548 2.829
C -0.508 8.414 -4.121
C 0.872 7.745 -4.070
C 1.997 8.465 -3.316
F 2.299 9.630 -3.914
F 3.092 7.675 -3.332
F 1.283 7.413 -5.305
F 0.690 6.581 -3.362
O -0.845 9.094 -5.310
C -0.610 10.430 -5.492
C 0.242 10.689 -6.745
F 1.439 10.086 -6.622
F 0.437 12.019 -6.862
F -0.073 11.012 -4.405
F -1.802 11.027 -5.720
H -1.209 7.581 -4.082
H -0.680 9.024 -3.233
H 1.708 8.649 -2.278
H -0.272 10.311 -7.630
*
```

* electronic energy: -164924.2693 eV
* LUMO: -3.089 eV
* M: 882.1 g/mol
* Kohn-Sham gap: 6.8 eV

Results of the Löwdin charge analysis, in e, for atoms 1 through 2:
1 C -0.12
2 C -0.26

=====

Molecular formula: C4H5NO
Method: DFT, wB97M-V/def2-TZVPD

```
! RIJCOSX wB97M-V def2-TZVPD def2/J DEFGRID3
* xyz 0 1
O -2.313 0.571 0.499
C -1.165 0.214 0.365
N -0.098 1.114 0.414
C 1.101 0.673 -0.188
C 0.500 -1.138 -0.575
C -0.678 -1.147 0.040
H -0.398 2.074 0.262
H 1.875 0.210 0.369
H 1.602 1.590 -0.617
H 0.891 -2.154 -0.849
H -1.316 -2.008 0.279
*
```

* electronic energy: -7763.9759 eV
* ΔE to the lowest compared entry with this formula, charge and spin: 58.82 kcal per mole
* LUMO: 0.873 eV
* M: 83.1 g/mol
* Kohn-Sham gap: 10.3 eV

Results of the Löwdin charge analysis, in e, for atoms 1 through 2:
1 O 0.06
2 C -0.51

=====

Molecular formula: C3H2O
Method: DFT, wB97M-V/def2-TZVPD

```
! RIJCOSX wB97M-V def2-TZVPD def2/J DEFGRID3
* xyz 0 1
O -1.404 -0.662 -0.397
C -0.225 -0.469 -0.469
C 0.765 1.127 -0.450
C 0.356 0.634 0.641
H 0.479 -1.133 -0.984
H 0.029 0.502 1.658
*
```

* electronic energy: -5185.9540 eV
* ΔE to the lowest compared entry with this formula, charge and spin: 51.59 kcal per mole
* LUMO: -0.748 eV
* M: 54.0 g/mol
* Kohn-Sham gap: 10.1 eV

Results of the Löwdin charge analysis, in e, for atoms 1 through 2:
1 O 0.09
2 C -0.32

=====

Molecular formula: C4H3CsO4
Method: DFT, wB97M-V/def2-TZVPD

```
! RIJCOSX wB97M-V def2-TZVPD def2/J DEFGRID3
* xyz 0 1
C 0.425 0.937 1.079
C 0.620 -0.102 0.252
H 1.463 -0.784 0.404
O -0.125 3.118 1.246
C -0.586 1.981 1.080
O -1.804 1.653 1.515
H 1.340 1.591 1.423
O -0.225 -0.476 -0.715
C 0.159 -1.592 -1.480
O -0.619 -1.779 -2.419
Cs 1.081 -5.581 -4.641
H -1.728 1.035 2.255
*
```

* electronic energy: -12929.9412 eV
* ΔE to the lowest compared entry with this formula, charge and spin: 0.00 kcal per mole
* LUMO: -1.889 eV
* M: 248.0 g/mol
* Kohn-Sham gap: 3.7 eV

Results of the Löwdin charge analysis, in e, for atoms 1 through 2:
1 C -0.06
2 C -0.18